Record 1
Formula: C4H9NO2
Source: OMol25
Level of theory: ωB97M-V with the def2-TZVPD basis set

XYZ file:
```
16
Properties=species:S:1:pos:R:3:forces:R:3
C -1.211 0.769 0.356 0.38 -0.03 -0.40
C -1.985 -0.411 -0.240 -0.35 -0.12 -0.12
N -0.781 -1.003 -0.850 0.00 -0.23 -0.07
C 0.102 -0.178 -0.040 -0.49 0.54 0.17
O 0.543 -0.782 1.130 -0.15 -0.09 0.17
O 1.190 0.161 -0.840 -0.39 0.37 0.10
C 2.496 0.232 -0.274 0.10 0.14 0.10
H -1.527 1.028 1.392 0.86 -0.23 -0.30
H 0.018 -0.338 1.800 0.30 -0.35 0.44
H -1.297 1.690 -0.225 0.17 -0.20 -0.17
H -2.376 -1.091 0.525 -0.03 0.17 -0.10
H -2.782 -0.184 -0.948 0.03 0.02 0.04
H -0.679 -0.699 -1.815 0.03 -0.12 0.09
H 3.167 0.490 -1.098 -0.24 0.00 0.13
H 2.548 1.011 0.488 0.06 0.00 0.02
H 2.832 -0.714 0.163 -0.26 0.12 -0.10
```
Forces are in eV/Å.

Computed properties:
- SMILES: CO[C@@]1(O)CCN1
- Largest force on an atom: 0.9 eV/Å
- Gap between HOMO and LUMO: 9.97 eV
- Total energy: -9877.24673 eV
- HOMO energy: -9.06 eV
- Spin multiplicity: 1

Record 2
Formula: C4H12N3
Source: OMol25
Level of theory: ωB97M-V with the def2-TZVPD basis set

XYZ file:
```
19
Properties=species:S:1:pos:R:3:forces:R:3
C 1.917 0.172 0.765 -2.47 1.04 -1.89
C 0.671 -0.590 1.417 3.15 2.32 0.65
C -0.600 0.129 0.934 -1.45 -2.59 2.04
N -2.834 -0.150 -1.180 1.69 1.58 -2.79
C -1.542 0.097 -1.421 0.80 3.32 1.68
N -0.671 0.419 -0.452 0.29 -0.79 -3.68
N 1.885 -0.157 -0.745 0.23 0.04 1.92
H 2.889 0.081 1.257 -0.31 -0.07 -0.09
H 1.551 1.242 0.679 1.13 -0.71 0.88
H 0.755 -0.415 2.524 -0.31 -0.17 -0.93
H 0.991 -1.610 1.271 -1.38 -0.77 -0.43
H -0.718 1.058 1.437 0.48 0.98 0.58
H -1.457 -0.449 1.383 0.35 0.37 -1.18
H -3.487 0.207 -1.853 -0.24 -0.55 -0.29
H -3.105 -0.805 -0.557 -1.26 -2.11 2.67
H -1.248 0.491 -2.428 -0.35 -0.66 0.95
H 2.358 0.565 -1.236 0.80 0.62 -0.41
H 0.281 0.720 -0.833 -1.37 -1.19 0.41
H 2.364 -1.006 -0.962 0.21 -0.65 -0.08
```
Forces are in eV/Å.

Computed properties:
- SMILES: N/C=[NH+]\CCCN
- Largest force on an atom: 4.0 eV/Å
- Gap between HOMO and LUMO: 9.74 eV
- Total energy: -8805.42665 eV
- Total charge: +1
- HOMO energy: -13.60 eV
- Spin multiplicity: 1

Record 3
Formula: C18H26N4NiS4Se
Source: OMol25
Level of theory: ωB97M-V with the def2-TZVPD basis set

XYZ file:
```
54
Properties=species:S:1:pos:R:3:forces:R:3
Ni 1.714 -0.316 -1.073 1.17 0.04 -0.59
S 3.186 -0.012 0.665 -0.09 -0.03 0.07
S 4.839 0.793 -0.110 0.05 0.10 -0.08
S 4.342 1.994 -1.719 0.10 -0.06 0.08
S 2.657 1.334 -2.513 -0.06 0.00 0.10
C -2.730 2.822 -2.351 0.04 -0.01 0.02
C -2.539 2.870 -0.834 0.06 -0.02 -0.11
C -1.261 3.602 -0.416 0.00 -0.08 -0.05
C 0.011 2.774 -0.596 -0.07 -0.01 0.14
N 0.033 1.599 0.269 0.12 0.11 -0.16
C -0.050 0.293 -0.144 -0.79 -0.11 0.67
Se -0.522 -0.296 -1.873 -0.36 -0.01 0.18
N -0.101 -0.466 1.016 -0.04 0.01 0.02
C -0.285 -1.910 1.103 0.04 0.18 0.00
C -1.628 -2.290 1.718 -0.02 0.02 -0.02
C -2.823 -1.907 0.846 -0.01 -0.04 -0.06
C -3.003 -2.836 -0.352 0.04 0.01 -0.03
C 0.121 0.351 2.118 -0.03 -0.25 -0.16
C 0.302 0.055 3.460 0.02 -0.04 0.08
C 0.562 1.118 4.315 -0.02 -0.02 -0.05
C 0.644 2.428 3.838 0.02 -0.02 -0.03
C 0.477 2.715 2.490 0.02 0.09 0.06
C 0.210 1.653 1.643 -0.01 0.10 -0.19
H -3.652 2.299 -2.617 0.07 0.04 0.03
H -1.904 2.295 -2.836 -0.08 0.06 0.05
H -2.784 3.833 -2.767 0.00 -0.06 0.03
H -2.516 1.849 -0.441 -0.01 0.01 0.03
H -3.400 3.358 -0.370 0.02 0.02 -0.02
H -1.338 3.928 0.624 0.01 -0.02 0.03
H -1.143 4.507 -1.020 -0.02 0.02 0.04
H 0.901 3.367 -0.375 0.03 0.01 -0.01
H 0.108 2.415 -1.614 0.01 -0.04 -0.14
H 0.542 -2.324 1.681 0.04 0.01 0.01
H -0.209 -2.290 0.089 0.05 -0.06 -0.13
H -1.718 -1.826 2.702 0.02 0.02 0.01
H -1.621 -3.373 1.881 -0.02 0.03 0.02
H -2.698 -0.878 0.493 0.00 0.00 0.03
H -3.728 -1.914 1.458 0.02 -0.01 -0.03
H -2.104 -2.857 -0.976 -0.12 0.01 0.06
H -3.827 -2.505 -0.990 0.06 -0.03 0.05
H -3.220 -3.857 -0.023 0.01 0.04 -0.01
H 0.265 -0.963 3.827 -0.02 0.06 -0.02
H 0.716 0.925 5.370 -0.01 0.01 -0.05
H 0.859 3.233 4.530 -0.01 -0.03 -0.03
H 0.571 3.727 2.117 -0.02 -0.04 0.02
N 3.935 -3.415 -2.889 -0.10 -0.06 0.02
C 2.832 -4.212 -2.660 0.11 0.21 0.01
C 1.942 -3.409 -2.017 0.00 0.08 -0.03
N 2.483 -2.151 -1.856 -0.41 -0.14 0.23
C 3.677 -2.186 -2.388 0.06 -0.16 -0.02
H 4.782 -3.693 -3.349 0.06 -0.01 -0.04
H 2.778 -5.242 -2.973 0.05 0.08 0.02
H 0.945 -3.652 -1.680 0.10 0.09 -0.02
H 4.369 -1.357 -2.430 -0.05 -0.07 0.01
```
Forces are in eV/Å.

Computed properties:
- ⟨S²⟩: 2.02
- Largest force on an atom: 1.3 eV/Å
- Gap between HOMO and LUMO (spin up / spin down): 7.45 / 5.85 eV
- Total energy: -174781.24812 eV
- HOMO energy (spin up / spin down): -6.90 / -7.18 eV
- Spin multiplicity: 3

Record 4
Formula: C3H4N2O2
Source: OMol25
Level of theory: ωB97M-V with the def2-TZVPD basis set

XYZ file:
```
11
Properties=species:S:1:pos:R:3:forces:R:3
N 0.588 1.528 0.491 0.10 0.20 0.08
C 0.225 0.152 0.216 0.12 -0.18 0.24
C 0.625 -0.786 1.095 -0.18 0.21 -0.42
O 0.032 -1.951 0.549 -0.08 -0.13 -0.06
C -0.698 -1.696 -0.575 -0.16 -0.14 -0.16
O -1.291 -2.517 -1.233 0.22 0.31 0.24
N -0.619 -0.330 -0.796 -0.01 -0.09 0.14
H 1.202 1.982 -0.196 -0.15 -0.13 0.03
H -0.184 2.169 0.712 0.04 -0.17 -0.08
H 1.134 1.362 1.358 -0.04 0.10 -0.09
H -1.012 0.086 -1.622 0.14 0.02 0.08
```
Forces are in eV/Å.

Computed properties:
- Largest force on an atom: 0.5 eV/Å
- Gap between HOMO and LUMO: 7.53 eV
- Total energy: -10247.90498 eV
- HOMO energy: -8.00 eV
- Spin multiplicity: 1

Record 5
Formula: C5H8O
Source: OMol25
Level of theory: ωB97M-V with the def2-TZVPD basis set

XYZ file:
```
14
Properties=species:S:1:pos:R:3:forces:R:3
C -0.910 -1.915 0.035 -0.35 2.69 0.83
C -0.454 -1.069 0.941 1.59 -1.52 1.98
C -1.441 -0.722 -0.811 1.11 -0.17 0.42
C -0.838 0.105 0.050 -0.28 0.47 0.28
C -0.504 1.531 0.274 0.92 -1.89 -4.66
O 2.781 -0.400 -0.245 -0.46 0.27 0.43
H 3.403 -0.161 -0.925 0.35 -0.04 -0.34
H -0.892 -2.918 0.004 -0.16 -3.41 -0.41
H 0.120 -1.276 1.903 -0.88 0.70 -1.41
H -1.824 -0.759 -1.790 -0.55 0.62 -0.95
H -0.413 1.949 -0.758 -0.30 0.41 0.98
H 0.408 1.646 0.753 1.87 -0.01 0.91
H -1.218 1.939 0.839 -2.92 2.07 2.02
H 2.872 -1.340 -0.090 0.06 -0.18 -0.09
```
Forces are in eV/Å.

Computed properties:
- Largest force on an atom: 5.1 eV/Å
- Gap between HOMO and LUMO: 8.08 eV
- Total energy: -7357.62025 eV
- HOMO energy: -7.22 eV
- Spin multiplicity: 1